Record 1
# C28H32N3O7PtS2Si

A molecular structure, C28H32N3O7PtS2Si in a non-equilibrium geometry (wB97M-V/def2-TZVPD, OMol25).

The geometry in XYZ format:
```
74
Properties=species:S:1:pos:R:3:forces:R:3
Pt 0.73689 0.55768 -0.24136 0.0996 -0.9288 0.6337
O 1.20283 1.46216 6.65312 0.1534 -0.1331 -0.0479
C 1.49953 2.33750 5.82502 -0.5256 0.3022 0.3367
O 1.90251 3.50674 5.98098 0.2478 -0.0907 -0.0968
C 1.20953 1.96627 4.35744 0.0522 -0.2140 -0.2460
C 1.69109 2.74547 3.32122 -0.0125 0.1158 -0.0162
C 1.39051 2.41059 2.01614 -0.0662 0.0268 0.0178
N 0.60953 1.37726 1.69028 0.0975 0.1023 0.0642
C 0.11244 0.61899 2.69412 -0.1649 0.0293 -0.1509
C 0.41356 0.87367 4.01526 0.1034 0.0976 0.1720
C -0.94340 -0.42641 2.41476 0.0771 0.2789 -0.2182
O -1.45158 -1.06774 3.29753 0.0015 -0.1211 0.0814
O -1.38087 -0.45915 1.15425 -0.3441 -0.1910 0.2602
H 2.28497 3.61695 3.56093 0.0072 0.0007 -0.0037
H 1.77279 2.98678 1.18351 0.0321 -0.0083 0.0204
H 0.01445 0.24475 4.79807 -0.0212 0.0118 -0.0046
C 4.65423 2.60569 -1.52824 -0.0662 -0.0764 0.0439
C 3.68594 1.72212 -1.02194 -0.0060 0.0503 -0.0266
N 2.40161 1.98924 -1.08865 0.3151 0.3590 -0.2635
C 1.97426 3.12142 -1.66632 -0.0868 -0.2171 0.0866
C 2.86369 4.06027 -2.19200 -0.0554 0.3840 -0.2074
C 4.23674 3.77458 -2.10689 0.0584 0.0135 -0.0061
C 2.35595 5.26978 -2.79316 0.1965 -0.2286 0.1111
C 1.03347 5.49957 -2.85281 -0.2545 -0.1373 0.0787
C 0.08662 4.54551 -2.32323 0.1530 0.2629 -0.1320
C -1.29707 4.77251 -2.38120 -0.0368 0.0793 -0.0396
C -2.15484 3.83704 -1.87494 0.0878 -0.1157 0.0596
C -1.61291 2.67184 -1.31365 -0.1860 -0.0208 0.0820
N -0.32252 2.43334 -1.23867 0.4515 -0.1574 -0.1160
C 0.53887 3.35882 -1.73567 -0.0149 -0.1393 0.0956
H 5.70278 2.35610 -1.44982 0.0103 0.0017 -0.0036
H 3.94070 0.77918 -0.54759 0.0270 0.0127 -0.0040
H 4.95132 4.48689 -2.50208 -0.0025 -0.0021 -0.0031
H 3.06271 5.98666 -3.19267 0.0106 -0.0052 0.0037
H 0.64855 6.40677 -3.30205 -0.0210 -0.0051 0.0086
H -1.66804 5.68765 -2.82728 0.0108 0.0001 -0.0012
H -3.22684 3.97131 -1.89775 -0.0048 -0.0078 0.0047
H -2.26663 1.90628 -0.91668 0.0263 0.0464 0.0183
O 2.39205 -0.78702 0.58089 -0.6002 0.1450 -0.2577
S 1.83583 -2.07496 -0.00026 -0.1672 0.0726 -0.1048
O 0.79707 -2.59753 0.86359 0.0887 -0.0609 -0.1033
O 2.85838 -3.00940 -0.39080 0.0513 0.1668 0.0189
S 0.95040 -1.23526 -1.71997 -0.0175 0.2125 -0.0663
C -2.98042 -0.62342 -1.06070 0.0371 -0.0132 -0.0556
Si -2.99671 -0.94628 0.78795 0.2999 0.0277 0.0342
C -4.11440 0.30143 1.70596 -0.0703 0.0292 0.0647
C -3.30909 1.55284 2.10004 0.0058 0.0215 0.0813
C -4.72421 -0.27378 2.99219 -0.0588 0.0199 0.0248
C -5.27298 0.73018 0.79163 -0.0005 0.0496 -0.0084
C -3.40375 -2.78317 1.02323 0.0702 -0.0143 -0.0143
C -4.73917 -3.03454 0.29934 -0.0268 -0.0528 0.0219
C -2.28759 -3.58276 0.32823 -0.0761 -0.0626 -0.0462
C -3.54388 -3.32554 2.45049 -0.0026 0.0268 0.0097
H -3.86723 -0.10745 -1.42709 -0.0351 0.0225 -0.0127
H -2.90252 -1.56661 -1.59991 0.0048 -0.0087 -0.0356
H -2.08877 -0.05534 -1.33511 -0.0240 -0.0721 0.0194
H -2.74547 1.38354 3.01997 -0.0079 -0.0112 -0.0245
H -3.99440 2.38612 2.28990 0.0065 -0.0153 0.0259
H -2.58740 1.87383 1.34858 -0.0315 0.0435 -0.1328
H -3.97142 -0.72056 3.64130 0.0105 0.0438 -0.0087
H -5.48395 -1.02812 2.77685 0.0116 -0.0108 -0.0131
H -5.21550 0.53406 3.54686 -0.0158 -0.0077 -0.0024
H -4.92752 1.29179 -0.07817 0.0268 0.0322 -0.0097
H -5.95498 1.37974 1.35147 -0.0007 -0.0118 0.0029
H -5.85338 -0.11956 0.42383 0.0090 -0.0264 0.0020
H -4.71208 -2.75913 -0.75623 0.0274 0.0244 -0.0254
H -5.56981 -2.49944 0.76933 0.0097 0.0030 0.0157
H -4.97387 -4.10320 0.35308 -0.0012 0.0014 -0.0222
H -2.22623 -3.37987 -0.74257 -0.0042 0.0120 -0.0051
H -2.49543 -4.65195 0.44873 0.0014 -0.0025 -0.0349
H -1.30384 -3.37848 0.74634 0.0374 0.0101 0.0629
H -4.40000 -2.90414 2.97697 0.0316 -0.0010 -0.0126
H -2.65440 -3.14709 3.04824 0.0586 0.0294 0.0082
H -3.70187 -4.40817 2.38668 0.0025 0.0019 0.0123
```
Forces are in eV/Å.

## Properties
Highest occupied orbital energy (spin up / spin down) in eV: -5.2 / -5.3
Net charge: -1
Relative energy (zero: lowest compared OMol25 entry of this formula, charge and spin) in kcal/mol: 0.0
Max |F| in Eh/bohr: 0.0220
2S+1: 1
Calculated total energy in a.u.: -2982.5107
HOMO-LUMO gap (spin up / spin down) in eV: 6.3 / 6.3

Record 2
# C28H33BrN2O6

C28H33BrN2O6 in the gas phase in a non-equilibrium geometry (wB97M-V/def2-TZVPD, OMol25).

The geometry in XYZ format:
```
70
Properties=species:S:1:pos:R:3:forces:R:3
O -0.41930 -0.65279 1.29007 -0.1286 0.0430 0.1090
C 0.25234 0.00501 0.50704 -0.1328 -0.1442 -0.0178
C -0.41411 1.10780 -0.26074 -0.4322 0.3681 0.0490
C -1.41386 1.78496 0.30321 0.2572 0.1002 -0.0717
C -2.20962 2.82713 -0.41719 0.1287 0.0449 -0.2352
C -3.62838 2.37083 -0.69146 -0.1618 0.0475 0.1809
C -4.02480 1.05224 -0.51621 -0.0662 0.1634 0.0446
C -5.31866 0.65796 -0.80468 -0.1441 -0.0204 -0.0298
C -6.22275 1.59570 -1.26799 -0.2133 -0.0590 -0.0646
Br -8.00632 1.05953 -1.67753 0.1807 0.0516 0.0450
C -5.85753 2.91941 -1.43659 -0.1407 -0.0349 -0.0526
C -4.56073 3.29748 -1.14427 0.0669 -0.1405 0.0826
C -1.48659 3.19661 -1.72253 0.0908 -0.3661 -0.0029
C -0.95107 1.93196 -2.39610 -0.0995 0.6957 -0.5700
O -2.02516 1.11390 -2.72220 0.1389 0.1946 0.3168
C -1.78484 0.11687 -3.70008 0.2585 -0.2959 -0.2538
C -0.90844 -1.04301 -3.22736 -0.3581 0.1742 0.1121
C -1.52414 -1.78766 -2.04546 0.5428 -0.1036 -0.1236
C -0.60734 -2.90164 -1.54225 -0.3902 0.2980 0.3866
O -0.36727 -3.90018 -2.50766 -0.0006 -0.3245 -0.4182
O -0.00649 1.28606 -1.56325 0.0756 -0.3050 0.3479
N 1.55382 -0.26142 0.27829 0.1434 -0.1745 -0.0798
C 2.50797 0.59732 -0.38255 0.3581 0.5453 0.0510
C 3.49533 1.15310 0.66227 -0.1482 -0.0319 -0.2720
N 4.16175 0.12375 1.42821 0.1635 0.1331 0.0533
C 5.23249 -0.56664 0.72780 0.0006 0.0339 0.0341
C 6.08571 -1.33248 1.70575 0.0291 -0.2065 -0.1570
C 6.39931 -2.66436 1.49331 -0.0995 0.2129 -0.0861
C 7.19425 -3.38632 2.38257 0.2676 -0.0273 0.4033
C 7.65178 -2.72034 3.49135 -0.2081 0.4536 -0.0779
C 7.33432 -1.37856 3.71639 0.0446 -0.4790 -0.2375
C 6.55842 -0.66460 2.84073 0.2263 -0.0961 0.2841
O 7.91460 -0.96640 4.88710 -0.2802 0.2487 -0.3264
C 8.60478 -2.08800 5.39384 0.6679 -0.0316 1.0777
O 8.43746 -3.17983 4.51545 -0.1660 -0.2352 -0.3923
C 3.18451 -0.76239 2.03199 -0.2106 -0.1611 -0.0639
C 2.18859 -1.33899 1.01457 0.0502 -0.2207 0.4062
H -1.68113 1.55306 1.32138 0.0334 -0.1832 0.0963
H -2.26839 3.72686 0.20893 0.0238 -0.1003 -0.0623
H -3.31961 0.32139 -0.15391 0.1009 -0.0985 0.0150
H -5.62034 -0.36963 -0.67074 -0.0355 -0.0676 0.0085
H -6.57614 3.64314 -1.79008 -0.0557 0.0315 -0.0179
H -4.27459 4.33221 -1.26982 0.0501 0.1241 -0.0175
H -2.15959 3.70364 -2.41205 0.0418 0.0480 -0.0142
H -0.63629 3.84627 -1.50637 -0.0033 0.0021 -0.0369
H -0.36985 2.18748 -3.30075 -0.1525 -0.1268 0.2056
H -1.33166 0.58332 -4.58798 -0.1157 -0.0177 0.0547
H -2.78365 -0.24358 -3.95960 0.1018 -0.0082 -0.0924
H -0.76865 -1.73059 -4.06380 0.0291 0.0245 -0.0411
H 0.07221 -0.66111 -2.93859 0.0466 -0.0708 -0.0887
H -2.48890 -2.21064 -2.34122 -0.1036 -0.0180 0.0642
H -1.70027 -1.09400 -1.22378 -0.1098 0.0217 0.0826
H 0.37503 -2.49313 -1.29645 -0.0306 0.0395 0.0702
H -1.03276 -3.34154 -0.62954 0.1138 0.0785 -0.0420
H -1.21380 -4.27877 -2.77040 0.0806 -0.0050 0.0349
H 2.00111 1.41446 -0.88827 0.1021 -0.0918 0.0032
H 3.04990 0.00681 -1.13033 -0.0567 0.0620 -0.0363
H 4.24362 1.77578 0.16790 -0.0050 0.0316 0.0096
H 2.93732 1.77645 1.36950 -0.0271 0.0615 -0.0877
H 4.87493 -1.25121 -0.05712 0.0934 0.0279 -0.0128
H 5.84991 0.19872 0.24578 -0.0850 -0.0363 -0.0789
H 6.02339 -3.16553 0.61387 -0.0795 -0.0219 -0.1115
H 7.43748 -4.42130 2.21210 0.0325 -0.1520 -0.0178
H 6.30496 0.36655 3.01564 -0.0587 0.1764 0.0485
H 9.67694 -1.85063 5.48662 -0.2532 -0.0394 -0.1057
H 8.20529 -2.34944 6.38713 0.0175 0.0522 -0.2717
H 3.71034 -1.57157 2.54042 -0.0673 0.0018 0.0578
H 2.62912 -0.18399 2.77652 -0.0392 -0.0878 0.0290
H 1.40774 -1.90423 1.52385 0.1326 -0.0064 -0.0900
H 2.70392 -1.99297 0.30351 -0.0324 -0.0025 -0.0061
```
Forces are in eV/Å.

## Properties
Highest occupied orbital energy in eV: -8.1
Net charge: 0
Relative energy (zero: lowest compared OMol25 entry of this formula, charge and spin) in kcal/mol: 5.6
Max |F| in Eh/bohr: 0.0247
SMILES: O=C(C1=C[C@H](c2ccc(Br)cc2)C[C@H](OCCCCO)O1)N1CCN(Cc2ccc3c(c2)OCO3)CC1
2S+1: 1
Calculated total energy in a.u.: -4221.7043
HOMO-LUMO gap in eV: 8.7

Record 3
# C28H33ClN6O4PbSi

A molecular structure, C28H33ClN6O4PbSi in a non-equilibrium geometry (wB97M-V/def2-TZVPD, OMol25).

The geometry in XYZ format:
```
74
Properties=species:S:1:pos:R:3:forces:R:3
Pb -0.26018 0.02602 0.96373 -0.1853 0.0092 0.0173
O -2.60798 -0.57318 0.61583 0.5643 0.6173 -0.3376
N -3.22388 0.03842 -0.32197 -0.6731 -0.5282 0.3543
N -2.60758 0.93102 -0.97297 0.4813 -0.2546 0.5361
O -1.37588 1.31982 -0.78587 0.2885 -0.2644 0.4613
C -3.34828 1.54852 -2.00377 -0.6010 0.4323 -0.8468
C -2.92998 2.77162 -2.50597 0.1584 -0.1616 0.2814
C -3.66948 3.38042 -3.50377 -0.0819 0.0172 -0.0168
C -4.81328 2.77832 -4.00087 0.0192 0.0960 -0.0337
C -5.20798 1.54232 -3.51077 -0.0271 0.0709 -0.0107
C -4.48048 0.92022 -2.51457 0.0878 0.0009 0.0450
H -2.04468 3.23002 -2.09197 0.0382 0.0021 -0.0138
H -3.35228 4.33832 -3.88437 0.0297 0.1193 -0.0516
H -5.39738 3.27852 -4.76097 -0.0046 -0.0400 -0.0653
H -6.09108 1.06552 -3.90787 -0.0793 -0.0773 -0.0080
H -4.77158 -0.03738 -2.11307 -0.0722 -0.0159 -0.0623
N -1.22508 -1.67498 2.75603 -0.3585 -0.1046 0.0560
C -0.50098 -2.57088 3.64913 0.1991 0.0827 0.2098
C 0.99422 -2.18978 3.72433 0.0077 -0.2883 -0.0127
C 1.79852 -3.09238 2.81933 0.0375 0.3241 0.8041
O 2.63282 -3.86298 3.21403 0.2546 -0.3249 0.1117
O 1.45932 -2.98668 1.54463 -0.3103 0.3231 -0.5328
H -1.72828 -0.95998 3.26443 -0.0854 0.0076 0.1093
H -1.90678 -2.14218 2.17303 -0.0815 -0.0647 0.0421
H -0.57968 -3.59668 3.28303 -0.1320 0.0436 0.0491
H -0.92238 -2.55238 4.65993 0.0352 -0.0537 -0.1256
H 1.38522 -2.28958 4.73593 0.0156 -0.0100 -0.0853
H 1.10982 -1.15998 3.39293 0.0384 0.1326 0.0709
Cl -2.88898 3.31552 1.63613 -0.2436 -0.0946 0.0009
C -1.32898 3.89472 2.12443 0.1583 0.0422 -0.0251
C -1.08838 5.25312 2.03783 0.0017 0.1226 -0.0669
C 0.15582 5.76272 2.36913 0.0159 0.0813 -0.0913
C 1.15132 4.88862 2.77553 0.1188 0.0572 0.0209
C 0.88642 3.53752 2.88853 0.0025 0.0217 0.0565
C -0.36998 2.99162 2.59943 -0.0218 0.0754 -0.0465
C -0.65818 1.57252 2.81143 -0.0080 -0.2573 -0.2751
H -1.88338 5.91192 1.71923 -0.0421 -0.0023 -0.0689
H 0.34482 6.82542 2.30213 -0.0182 0.0166 0.0086
H 2.13392 5.26442 3.03003 0.0327 0.0088 0.0165
H 1.66472 2.87582 3.24093 0.0862 -0.1242 0.0698
H -1.70938 1.44272 3.05693 -0.1265 -0.2061 -0.0381
H -0.05228 1.18212 3.63113 0.1006 -0.0875 -0.0300
N 3.31862 4.23142 -1.38557 0.1127 0.3946 0.0567
C 2.84662 2.96302 -1.43747 -0.0843 -0.6117 -0.1569
C 2.09102 2.39152 -0.38987 0.1897 0.2322 -0.2365
N 1.73502 1.12672 -0.42707 0.3588 0.4774 -0.2610
C 2.09282 0.39762 -1.48597 -0.0016 -0.0676 -0.0290
C 2.79772 0.97042 -2.52857 -0.1364 -0.1190 0.1868
N 3.16602 2.24262 -2.51497 0.1147 0.3993 0.2011
H 2.96022 4.87802 -0.70787 -0.0455 0.0281 0.0013
H 3.74172 4.59702 -2.22217 -0.0779 -0.0018 0.0593
H 1.78202 2.97602 0.46703 -0.0153 0.1089 0.0838
H 1.78962 -0.63758 -1.47747 -0.0482 -0.2198 -0.1369
H 3.08282 0.40712 -3.40637 -0.0645 -0.1572 -0.0197
C 1.03092 -5.76028 0.97233 0.3343 0.6668 -0.0955
Si 1.87992 -4.15678 0.39673 0.3137 -0.9164 -0.3200
C 3.76252 -4.38908 0.26683 -0.7128 0.2004 -0.0108
C 1.09892 -3.47688 -1.18497 0.2788 -0.3250 0.4349
C 1.76112 -3.56518 -2.40587 0.1755 -0.0238 -0.0073
C 1.16092 -3.14738 -3.58147 -0.0911 0.0485 -0.2005
C -0.12218 -2.62278 -3.55737 0.0990 -0.0156 -0.0612
C -0.79678 -2.52318 -2.35397 -0.1765 0.0326 0.0614
C -0.19538 -2.95918 -1.18747 0.0413 -0.0761 0.1421
H 1.10422 -6.55808 0.24073 0.0514 -0.0749 -0.2177
H -0.02538 -5.59238 1.17313 -0.1527 0.0761 -0.0442
H 1.49062 -6.11018 1.89423 0.0980 0.0021 0.1001
H 4.02062 -5.12458 -0.49007 -0.0533 -0.1136 -0.2098
H 4.16842 -4.74358 1.21043 -0.1112 0.0093 0.1482
H 4.26852 -3.45968 0.01263 0.0055 0.1311 -0.0435
H 2.76042 -3.97438 -2.44827 0.1462 -0.0357 0.0006
H 1.68202 -3.24188 -4.52417 0.0734 0.0051 -0.0231
H -0.59998 -2.30718 -4.47287 -0.0123 0.0624 -0.0819
H -1.79928 -2.12088 -2.32227 -0.0812 0.0474 0.0117
H -0.74698 -2.90928 -0.26237 -0.1484 0.0914 0.1908
```
Forces are in eV/Å.

## Properties
Highest occupied orbital energy in eV: -6.9
Net charge: 0
Relative energy (zero: lowest compared OMol25 entry of this formula, charge and spin) in kcal/mol: 0.0
Max |F| in Eh/bohr: 0.0219
2S+1: 1
Calculated total energy in a.u.: -2658.8132
HOMO-LUMO gap in eV: 7.5